[1]
{"formula": "C4H9NO2S", "method": "wB97M-V/def2-TZVPD", "total_charge": 0, "e_tot_ha": -761.11905, "e_lumo_ev": 0.919, "fmax_ev_per_a": 5.41, "de_lowest_kj_mol": 379.1, "symbols": ["C", "C", "C", "C", "N", "O", "O", "S", "H", "H", "H", "H", "H", "H", "H", "H", "H"], "coordinates": [[0.600, -1.977, 0.051], [-0.163, -0.936, -0.160], [1.180, 1.833, 2.179], [-0.977, -0.235, -1.475], [-0.545, -0.859, -2.759], [-1.758, 0.778, 1.169], [0.715, 1.018, 1.110], [-0.577, 0.057, 1.361], [1.089, -2.100, 0.966], [0.911, -2.687, -0.668], [0.725, 1.784, 3.182], [1.058, 2.858, 1.879], [2.160, 1.515, 2.534], [-0.730, 0.748, -1.436], [-2.087, -0.332, -1.383], [-1.342, -1.306, -3.132], [-0.259, -0.159, -3.417]], "atomic_forces_ev_per_a": [[-0.08, 0.23, -1.07], [-2.96, 2.76, -1.15], [0.06, -0.09, 1.33], [0.53, -4.98, 0.77], [0.21, 0.57, 1.58], [-3.78, 2.32, -1.06], [0.30, 0.25, 0.18], [4.20, -3.31, 0.80], [0.32, -0.18, 1.68], [0.02, -0.41, -1.06], [-1.25, -0.52, -0.58], [0.59, 0.41, -0.16], [0.58, 0.35, -1.07], [0.75, 2.96, 0.20], [1.02, 0.01, 0.48], [-0.69, -0.67, -0.67], [0.18, 0.29, -0.20]]}

***

[2]
{"formula": "C16H18N4O6S", "method": "wB97M-V/def2-TZVPD", "total_charge": 0, "e_tot_ha": -1689.04692, "e_lumo_ev": -1.095, "fmax_ev_per_a": 1.68, "smiles": "CS(=O)(=O)N1CCN(c2ccc(NC(=O)c3ccc([N+](=O)[O-])o3)cc2)CC1", "de_lowest_kj_mol": 125.7, "symbols": ["C", "H", "H", "H", "S", "O", "O", "N", "C", "H", "C", "N", "C", "C", "C", "C", "C", "C", "H", "H", "N", "C", "O", "C", "C", "C", "C", "N", "O", "O", "O", "H", "H", "H", "H", "H", "C", "H", "C", "H", "H", "H", "H", "H", "H"], "coordinates": [[6.754, 1.067, -1.612], [6.155, 1.370, -2.460], [6.543, 1.662, -0.734], [7.807, 1.115, -1.857], [6.376, -0.670, -1.233], [7.092, -1.033, -0.050], [6.557, -1.435, -2.428], [4.763, -0.720, -0.863], [4.333, -0.145, 0.384], [5.112, -0.348, 1.118], [3.005, -0.786, 0.805], [2.046, -0.607, -0.262], [0.696, -0.459, 0.000], [0.139, -0.729, 1.256], [-1.199, -0.519, 1.513], [-2.039, -0.034, 0.515], [-1.499, 0.240, -0.741], [-0.162, 0.036, -0.992], [0.227, 0.286, -1.967], [-2.136, 0.626, -1.524], [-3.403, 0.197, 0.708], [-4.146, 0.008, 1.827], [-3.752, -0.413, 2.897], [-5.568, 0.378, 1.628], [-6.613, 0.317, 2.526], [-7.750, 0.777, 1.846], [-7.317, 1.086, 0.576], [-8.018, 1.592, -0.542], [-7.387, 1.780, -1.561], [-9.206, 1.800, -0.392], [-5.999, 0.846, 0.443], [-8.751, 0.876, 2.212], [-6.544, -0.019, 3.540], [-3.890, 0.554, -0.106], [-1.603, -0.742, 2.486], [0.751, -1.133, 2.046], [2.501, -1.203, -1.501], [1.748, -1.088, -2.278], [3.813, -0.547, -1.931], [4.226, -1.032, -2.815], [3.637, 0.521, -2.138], [2.688, -2.277, -1.350], [2.650, -0.285, 1.705], [3.175, -1.851, 1.019], [4.187, 0.942, 0.288]], "atomic_forces_ev_per_a": [[-0.26, -0.99, 0.23], [-0.13, 0.07, -0.16], [-0.06, 0.13, 0.16], [0.19, -0.04, -0.04], [0.03, 0.37, -0.08], [-0.03, 0.22, 0.22], [-0.13, 0.15, -0.24], [0.85, -0.10, -0.17], [-0.08, 0.04, 0.69], [-0.14, 0.08, 0.12], [0.19, 0.19, -0.08], [0.47, 0.15, -0.06], [-0.56, 0.06, 0.21], [0.30, -0.03, -0.35], [-0.36, 0.10, 0.01], [0.65, -0.16, 0.09], [-0.12, -0.10, 0.23], [0.09, -0.10, 0.07], [0.05, 0.05, -0.08], [-0.06, 0.05, -0.10], [-0.44, 0.17, -0.24], [0.19, 0.09, -0.41], [-0.17, 0.04, -0.02], [-0.94, -0.17, 1.18], [0.94, -0.05, -0.48], [0.00, 0.35, -1.11], [0.11, -0.53, 1.59], [-0.11, 0.20, -0.53], [0.09, 0.02, -0.14], [-0.10, -0.02, 0.13], [-0.07, 0.16, -0.45], [-0.20, 0.04, 0.01], [0.07, -0.08, 0.20], [-0.01, -0.06, 0.21], [0.00, -0.01, 0.03], [0.08, -0.04, 0.07], [0.19, 0.09, -0.15], [0.07, -0.01, 0.03], [-0.36, -0.20, -0.54], [-0.18, 0.04, -0.06], [-0.03, -0.07, -0.01], [-0.03, 0.00, -0.09], [0.04, -0.05, -0.03], [-0.01, 0.02, 0.09], [-0.02, -0.07, 0.05]]}

***

[3]
{"formula": "C4H13NO2", "method": "wB97M-V/def2-TZVPD", "total_charge": 0, "e_tot_ha": -365.39638, "e_lumo_ev": 0.824, "fmax_ev_per_a": 1.63, "smiles": "CN(C)CCO.O", "de_lowest_kj_mol": 121.1, "symbols": ["C", "N", "C", "C", "C", "O", "H", "H", "H", "H", "H", "H", "H", "H", "H", "H", "H", "H", "H", "O"], "coordinates": [[-1.054, 0.043, 0.627], [0.247, -0.009, 1.266], [0.332, -0.982, 2.349], [1.294, -0.137, 0.297], [1.362, 0.837, -0.879], [0.742, 0.241, -2.032], [-1.874, 0.086, 1.346], [-1.307, -0.759, -0.074], [-1.076, 0.967, 0.040], [0.263, -2.001, 1.936], [1.229, -0.766, 2.909], [-0.595, -0.930, 2.920], [2.252, -0.071, 0.823], [1.321, -1.111, -0.235], [0.964, 1.820, -0.633], [2.403, 0.977, -1.177], [0.424, 0.929, -2.635], [-1.768, -0.219, -2.484], [-2.640, 0.735, -1.751], [-2.521, 0.350, -2.612]], "atomic_forces_ev_per_a": [[-0.27, 0.65, -0.12], [-0.88, 0.34, -0.15], [-0.93, -0.07, -1.33], [1.26, -0.45, -0.62], [0.19, -0.04, -0.27], [-0.73, 0.31, 0.06], [0.24, 0.10, 0.17], [0.34, -0.48, 0.00], [-0.22, -0.05, 0.03], [0.71, -0.18, 0.15], [0.11, -0.39, 0.40], [0.29, 0.46, 0.50], [-0.06, 0.02, 0.08], [-0.22, -0.17, 0.40], [-0.27, 0.05, -0.01], [0.16, 0.06, 0.42], [0.20, -0.17, 0.28], [0.56, -0.43, -0.03], [-0.22, 0.33, 0.51], [-0.25, 0.11, -0.47]]}

***

[4]
{"formula": "C27H63N9O9", "method": "wB97M-V/def2-TZVPD", "total_charge": 0, "e_tot_ha": -2236.40234, "e_lumo_ev": 0.181, "fmax_ev_per_a": 3.21, "smiles": "CN(C)C=O.CN(C)C=O.CN(C)C=O.CN(C)C=O.CN(C)C=O.CN(C)C=O.CN(C)C=O.CN(C)C=O.CN(C)C=O", "de_lowest_kj_mol": 876.8, "symbols": ["C", "O", "N", "C", "C", "H", "H", "H", "H", "H", "H", "H", "C", "O", "N", "C", "C", "H", "H", "H", "H", "H", "H", "H", "C", "O", "N", "C", "C", "H", "H", "H", "H", "H", "H", "H", "C", "O", "N", "C", "C", "H", "H", "H", "H", "H", "H", "H", "C", "O", "N", "C", "C", "H", "H", "H", "H", "H", "H", "H", "C", "O", "N", "C", "C", "H", "H", "H", "H", "H", "H", "H", "C", "O", "N", "C", "C", "H", "H", "H", "H", "H", "H", "H", "C", "O", "N", "C", "C", "H", "H", "H", "H", "H", "H", "H", "C", "O", "N", "C", "C", "H", "H", "H", "H", "H", "H", "H"], "coordinates": [[-3.427, -5.373, 2.181], [-3.945, -6.352, 2.742], [-2.511, -5.528, 1.178], [-1.872, -4.442, 0.447], [-1.993, -6.848, 0.925], [-3.670, -4.321, 2.401], [-1.866, -4.681, -0.616], [-0.791, -4.386, 0.571], [-2.277, -3.453, 0.660], [-1.028, -6.828, 1.433], [-2.649, -7.620, 1.328], [-2.025, -7.067, -0.142], [-3.500, 2.985, 6.006], [-3.925, 2.173, 5.212], [-2.276, 3.515, 5.904], [-1.987, 4.757, 6.673], [-1.383, 3.219, 4.689], [-4.024, 3.249, 6.938], [-2.447, 5.635, 6.219], [-0.909, 4.902, 6.616], [-2.153, 4.727, 7.750], [-1.176, 4.043, 4.006], [-0.392, 2.840, 4.937], [-1.861, 2.474, 4.052], [7.165, 0.431, -2.644], [7.548, -0.152, -3.698], [5.906, 0.393, -2.241], [5.362, 0.805, -0.911], [4.818, 0.006, -3.207], [7.748, 0.877, -1.824], [4.774, 1.720, -0.850], [6.163, 1.075, -0.223], [4.685, 0.029, -0.553], [5.163, -0.339, -4.182], [4.246, -0.830, -2.806], [4.297, 0.943, -3.402], [-4.839, 0.059, -3.730], [-5.442, 1.011, -3.242], [-3.607, -0.224, -3.377], [-2.607, -1.012, -4.143], [-3.042, 0.341, -2.164], [-5.310, -0.585, -4.488], [-2.983, -1.303, -5.123], [-2.492, -1.968, -3.632], [-1.665, -0.490, -4.313], [-3.354, 1.370, -1.982], [-3.132, -0.311, -1.295], [-1.976, 0.338, -2.390], [-1.753, -1.855, 4.359], [-1.161, -2.630, 3.575], [-2.960, -2.040, 5.011], [-3.420, -1.052, 6.045], [-3.870, -3.167, 4.914], [-1.506, -0.782, 4.392], [-4.280, -0.433, 5.790], [-2.590, -0.446, 6.410], [-3.618, -1.764, 6.846], [-4.700, -2.963, 4.237], [-3.309, -4.073, 4.686], [-4.223, -3.164, 5.945], [-0.090, 1.201, -0.487], [-0.963, 2.054, -0.251], [0.139, 0.158, 0.353], [1.155, -0.904, 0.223], [-0.877, -0.043, 1.539], [0.564, 1.211, -1.373], [1.514, -1.208, 1.207], [2.015, -0.783, -0.435], [0.725, -1.789, -0.246], [-1.563, 0.788, 1.704], [-1.297, -1.046, 1.619], [-0.280, -0.058, 2.450], [0.381, 4.877, 1.252], [0.785, 5.146, 2.365], [-0.391, 5.672, 0.457], [-0.947, 5.066, -0.757], [-0.846, 7.020, 0.987], [0.394, 3.872, 0.802], [-0.982, 5.752, -1.604], [-1.967, 4.682, -0.726], [-0.279, 4.288, -1.128], [-0.558, 7.241, 2.014], [-0.301, 7.678, 0.311], [-1.902, 7.204, 0.786], [4.468, -3.823, -1.083], [3.486, -3.106, -0.997], [4.688, -4.758, -2.011], [6.044, -5.261, -2.110], [3.688, -5.231, -2.967], [5.312, -3.708, -0.385], [6.687, -4.966, -1.281], [6.389, -4.954, -3.096], [6.004, -6.347, -2.199], [3.919, -4.858, -3.965], [3.650, -6.319, -3.038], [2.683, -5.009, -2.608], [1.728, 3.442, -3.987], [1.602, 3.009, -2.808], [1.134, 2.941, -5.104], [1.123, 3.728, -6.415], [0.477, 1.618, -5.129], [2.269, 4.390, -4.128], [1.477, 3.150, -7.268], [1.762, 4.606, -6.315], [0.113, 4.073, -6.634], [0.091, 1.292, -4.163], [-0.381, 1.692, -5.798], [1.209, 0.887, -5.471]], "atomic_forces_ev_per_a": [[-0.10, -1.66, -0.37], [0.57, 1.85, -0.34], [-0.80, 0.83, 0.38], [0.47, -0.34, -0.27], [-0.43, -0.08, 0.12], [0.00, -0.15, -0.02], [-0.86, 0.21, -0.29], [0.20, -0.07, 0.97], [-0.24, -0.27, 0.00], [0.37, -0.85, -0.58], [0.12, 0.34, 0.51], [0.79, 0.26, -0.14], [0.41, -0.95, -0.40], [-0.79, -0.40, -0.03], [1.89, 1.47, -0.56], [1.16, -0.50, -0.70], [-0.87, -0.13, 0.38], [-0.13, 0.29, -0.10], [-0.18, -0.03, 0.09], [0.04, 0.10, -0.18], [-0.65, -0.43, -0.15], [-0.41, 0.62, 0.48], [-0.18, -0.02, 0.68], [-0.24, -0.06, 0.43], [0.75, -2.34, -1.46], [-0.21, 2.10, 2.38], [-3.20, 0.11, -0.11], [0.66, 0.31, -0.54], [0.99, 0.32, 0.27], [0.88, 0.06, -0.58], [-0.25, 0.19, -1.06], [0.26, -0.80, 0.06], [0.46, -0.25, 0.21], [0.72, 0.12, 0.34], [-0.40, 0.44, 0.28], [-0.75, -0.34, 0.23], [-1.72, 1.59, -0.30], [-0.33, -0.80, -0.14], [2.84, -1.01, 0.09], [-1.85, -0.72, -0.03], [1.11, 0.28, -0.52], [0.25, 0.00, -0.21], [-0.29, 0.30, -0.08], [0.68, 0.05, 0.16], [-0.14, 0.11, 0.39], [-0.16, -0.33, 0.11], [-0.51, 0.08, 0.08], [0.15, 0.45, 0.45], [-1.30, -0.87, -1.82], [-1.38, 1.06, 1.87], [1.17, 1.56, -0.55], [1.18, -1.33, -0.15], [0.99, 0.25, 0.73], [0.64, -0.12, 0.56], [0.11, -0.19, -0.23], [-0.06, 0.20, -0.41], [-0.52, 0.72, 0.56], [0.08, -0.15, -0.12], [-0.34, -0.02, -0.12], [-0.66, -1.10, -0.29], [-0.84, 0.12, 1.14], [1.14, -0.97, -0.78], [-1.57, -0.35, 1.48], [-0.66, -0.56, -0.36], [2.38, 0.24, -0.16], [0.03, 0.23, 0.07], [-0.02, 0.21, -0.01], [-0.03, 1.14, 0.12], [-0.44, -0.25, 0.28], [-0.04, -0.25, -0.89], [-0.33, 0.09, -0.95], [0.46, 0.22, 0.04], [-1.67, -0.30, -0.30], [0.40, 0.23, 0.09], [-0.61, 0.34, 1.21], [0.26, 0.62, -0.81], [0.94, -0.76, -2.06], [0.74, -0.08, 0.08], [0.22, 0.66, 0.19], [0.03, -0.19, 0.75], [-0.15, -0.17, 0.43], [-0.02, -0.61, -0.17], [-0.10, 0.69, 0.32], [-0.07, -0.40, 0.26], [-0.56, 0.92, 0.05], [-0.29, -0.12, 0.09], [0.13, -0.71, 0.50], [-0.61, -0.90, -1.30], [0.09, -0.05, 0.43], [0.05, -0.03, -0.02], [-0.17, 0.15, -0.28], [0.75, 0.33, 0.18], [0.12, -0.20, 0.42], [-0.36, 0.23, -0.02], [0.64, -0.18, 0.17], [0.19, 0.72, -0.22], [-1.15, -0.44, 2.42], [0.43, 0.32, -3.00], [0.17, 0.54, -0.89], [0.12, -0.57, 1.51], [0.20, 0.70, 0.01], [0.01, -0.17, -0.37], [0.08, -0.27, 0.26], [0.00, -0.11, 0.15], [-0.07, -0.10, 0.14], [0.28, 0.43, 0.17], [0.14, -0.18, -0.16], [-0.21, -0.18, -0.18]]}